Density functional theory data (ωB97M-V/def2-TZVPD) for 3 unconnected molecules or ions with the total composition C30H71N6O3P2 in a non-equilibrium geometry.

Values from the calculation:
**LUMO**: 1.7 eV
**Charge**: -1
**E**: -65914.8316 eV
**Gap between HOMO and LUMO**: 2.762 eV

Last column: Mulliken charge in e.
Element x y z (Å)
C1 -3.891609 -4.357837 3.573571  -1.104
C2 -4.018874 -3.007372 2.864017  -0.078
O1 -3.147456 -2.927455 1.744277  -0.230
C3 -1.981110 -2.163999 2.019029  -0.589
C4 -1.075503 -2.208021 0.785553  -0.700
C5 -0.213054 -0.922103 0.636625  -0.618
C6 1.295154 -1.202833 0.753875  -0.647
C7 2.083188 0.001611 1.335182  -0.291
C8 2.868023 0.808183 0.299933  -0.761
C9 4.346606 0.406607 0.234478  -0.483
C10 5.120002 0.361214 1.582234  -0.940
C11 6.603043 0.763556 1.497548  0.701
C12 7.249572 0.515795 2.879089  -1.773
C13 6.824309 2.154368 0.863901  -0.108
C14 7.266104 3.334908 1.737029  -0.987
C15 6.119988 3.938225 2.533079  -0.729
C16 5.455621 3.377968 3.567458  1.014
C17 3.929485 3.391686 3.554383  -1.305
C18 6.086583 2.784409 4.789988  -1.491
H1 -4.896821 -4.755989 3.727308  0.271
H2 -3.426395 -4.306991 4.556270  0.372
H3 -3.384086 -5.073509 2.931903  0.281
H4 -5.033195 -2.932899 2.471931  0.075
H5 -3.882814 -2.151482 3.528786  0.383
H6 -1.420329 -2.584932 2.861893  0.240
H7 -2.250007 -1.126290 2.235546  0.384
H8 -0.461462 -3.103544 0.851820  0.366
H9 -1.743545 -2.265496 -0.074663  0.329
H10 -0.557278 -0.204007 1.379820  0.401
H11 -0.413671 -0.513846 -0.353399  0.158
H12 1.681933 -1.508274 -0.216770  0.357
H13 1.388983 -2.032471 1.468653  0.389
H14 2.673329 -0.377959 2.195741  0.281
H15 1.342087 0.682206 1.766065  0.251
H16 2.836290 1.854051 0.650269  -0.234
H17 4.825066 1.054194 -0.503624  -0.064
H18 4.401154 -0.605040 -0.196419  0.345
H19 5.112289 -0.677988 1.929007  0.472
H20 4.574062 0.938568 2.333195  -0.001
H21 7.051119 0.031448 0.821526  0.710
H22 8.067662 1.182060 3.141463  0.326
H23 7.673305 -0.492134 2.866540  0.442
H24 6.469624 0.483025 3.633746  0.273
H25 5.929205 2.484653 0.338721  -0.242
H26 7.588646 2.031358 0.090576  0.290
H27 8.162429 3.155489 2.338920  0.438
H28 7.550343 4.130392 1.041862  0.463
H29 5.817262 4.947747 2.260267  0.364
H30 3.582009 3.183059 2.548165  0.200
H31 3.558120 4.346029 3.940788  0.432
H32 3.568048 2.576197 4.179969  0.352
H33 5.887342 3.496877 5.597263  0.394
H34 5.614642 1.851486 5.105446  0.335
H35 7.163848 2.658608 4.719781  0.338
O2 -6.921885 -4.353626 1.489946  -0.798
P1 -7.233077 -4.790872 0.082296  0.610
N1 -8.618199 -3.786459 -0.199628  0.258
C19 -10.014124 -4.132789 -0.304359  -1.006
C20 -8.380100 -2.352506 -0.162713  -1.083
N2 -7.503337 -6.452308 0.424174  0.220
C21 -8.612795 -7.278361 -0.017742  -0.989
C22 -7.044744 -6.911284 1.738290  -0.907
N3 -6.974367 -5.120499 -1.627381  0.076
C23 -5.841382 -4.366345 -2.184954  -1.001
C24 -8.026575 -5.208084 -2.609622  -1.071
H36 -10.449175 -3.741650 -1.235117  0.360
H37 -10.598063 -3.712261 0.526001  0.339
H38 -10.187727 -5.204577 -0.300111  0.249
H39 -7.982245 -1.983187 -1.118599  0.268
H40 -7.666022 -2.087355 0.620643  0.249
H41 -9.299683 -1.804238 0.044020  0.408
H42 -9.586735 -6.906466 0.314853  0.302
H43 -8.518593 -8.283475 0.394141  0.392
H44 -8.610385 -7.434350 -1.097229  0.237
H45 -7.758518 -6.664307 2.534472  0.321
H46 -6.085009 -6.477275 1.996888  0.155
H47 -6.905992 -7.993914 1.724130  0.400
H48 -6.095224 -3.309646 -2.345734  0.309
H49 -5.523671 -4.789648 -3.139818  0.327
H50 -4.985465 -4.403440 -1.505367  0.335
H51 -8.353494 -4.224376 -2.978563  0.297
H52 -8.906085 -5.739891 -2.259786  0.340
H53 -7.638463 -5.777384 -3.458515  0.398
O3 3.655155 4.410757 -1.203319  -0.512
P2 3.249176 4.865138 -2.577079  0.290
N4 1.803175 3.956692 -2.781935  0.531
C25 1.522159 2.839927 -3.652596  -1.067
C26 0.746036 4.219968 -1.822029  -1.222
N5 4.642789 4.330812 -3.433569  0.227
C27 4.701204 3.628243 -4.701981  -0.982
C28 5.753402 3.903972 -2.582249  -1.381
N6 2.869396 6.068682 -3.818457  0.123
C29 2.459438 7.356571 -3.253891  -1.015
C30 2.099340 5.796917 -5.005351  -1.051
H54 0.622424 3.030377 -4.258847  0.349
H55 1.343666 1.923814 -3.077451  0.291
H56 2.331587 2.626007 -4.344303  0.232
H57 0.159491 5.111820 -2.099733  0.246
H58 1.150556 4.380086 -0.820220  0.263
H59 0.057863 3.378466 -1.753809  0.441
H60 4.170992 2.671985 -4.690775  0.300
H61 5.736833 3.394253 -4.952746  0.387
H62 4.360181 4.246515 -5.534975  0.233
H63 5.597999 2.883409 -2.211702  0.544
H64 5.863885 4.560518 -1.725770  0.269
H65 6.702491 3.938488 -3.123204  0.500
H66 1.432237 7.323138 -2.860329  0.313
H67 2.509322 8.148069 -4.006728  0.328
H68 3.121781 7.640677 -2.431257  0.301
H69 1.012984 5.819079 -4.827003  0.299
H70 2.338671 4.844310 -5.468431  0.323
H71 2.337633 6.568374 -5.744492  0.397

Force components x, y, z for each atom (eV/Å):
C -0.60 0.09 0.26
C -0.27 -0.36 -0.45
O -0.02 0.30 0.42
C 0.52 -0.29 -0.71
C -0.42 0.80 0.13
C 0.10 -1.05 -0.40
C -0.37 0.33 1.15
C -0.03 0.05 -0.81
C 0.03 0.21 0.46
C -0.66 -0.43 -0.06
C 0.12 -0.19 -0.63
C -0.45 0.03 0.36
C 0.08 -0.71 -0.59
C 0.40 0.02 0.15
C 0.32 1.16 0.62
C 0.52 -0.28 0.62
C -0.29 0.04 -0.27
C 0.69 0.74 0.61
C -0.16 -0.71 -0.21
H -0.03 -0.05 0.09
H 0.30 -0.02 -0.07
H 0.24 0.06 0.00
H -0.01 0.00 -0.10
H 0.20 -0.03 0.12
H -0.20 0.10 0.27
H -0.13 0.01 0.14
H 0.06 -0.07 -0.30
H -0.02 -0.34 -0.05
H 0.22 0.18 0.04
H 0.00 0.34 0.07
H 0.20 0.00 -0.01
H 0.09 -0.21 -0.16
H 0.08 0.00 0.00
H -0.04 -0.02 0.16
H 0.10 0.13 -0.21
H 0.21 0.07 0.10
H 0.18 -0.02 -0.07
H -0.07 0.01 0.23
H 0.14 0.23 0.03
H 0.06 0.12 -0.20
H -0.11 0.18 0.11
H 0.05 -0.04 0.08
H 0.16 0.34 0.24
H -0.13 -0.12 0.01
H 0.07 0.13 -0.05
H 0.01 -0.34 -0.01
H 0.22 -0.06 -0.06
H -1.04 -0.58 -1.21
H -0.16 0.26 -0.07
H -0.41 -0.07 -0.08
H -0.08 0.09 0.18
H 0.01 0.10 0.00
H 0.14 -0.13 0.01
H 0.03 -0.03 -0.06
O 2.91 1.06 -1.72
P -5.68 -2.31 0.64
N -0.29 -0.16 0.07
C -0.09 -0.05 -0.05
C 0.50 0.00 -0.07
N 0.04 -0.19 0.67
C 0.13 -0.18 -0.63
C -0.07 0.24 0.31
N 3.10 0.94 0.48
C 0.14 -0.06 0.17
C -0.64 0.47 0.14
H -0.02 -0.03 0.00
H 0.03 -0.01 0.02
H 0.12 0.02 -0.02
H -0.07 0.10 0.02
H 0.00 -0.04 0.00
H -0.09 -0.13 0.01
H -0.01 -0.05 -0.06
H 0.17 0.06 0.12
H -0.13 0.24 -0.05
H 0.07 -0.02 0.07
H -0.05 0.11 0.01
H -0.12 -0.01 -0.20
H 0.05 -0.01 -0.11
H -0.06 -0.06 0.02
H -0.03 0.00 -0.01
H -0.01 -0.01 0.04
H 0.01 0.07 0.17
H 0.13 0.04 0.04
O -0.58 3.62 0.45
P 0.03 -5.24 -3.06
N 0.16 0.07 -0.29
C -0.07 -0.22 -0.14
C 0.12 0.45 0.24
N 0.39 -0.20 0.31
C -0.11 0.39 -0.46
C -0.04 -0.39 0.48
N 0.60 2.14 2.20
C 0.12 -0.04 0.13
C -0.52 -0.56 0.06
H 0.03 0.04 -0.03
H 0.11 0.04 0.09
H 0.01 0.12 0.06
H -0.08 -0.07 0.01
H 0.03 -0.07 -0.02
H 0.13 -0.11 -0.07
H 0.03 0.03 -0.08
H 0.07 0.08 0.20
H -0.28 -0.05 0.05
H 0.16 0.02 0.11
H -0.08 -0.07 0.05
H -0.18 0.02 -0.30
H -0.01 0.12 -0.06
H 0.02 -0.06 -0.04
H -0.02 -0.02 -0.03
H 0.03 -0.05 0.02
H 0.02 -0.10 0.18
H 0.03 0.08 0.11

Density functional theory data (ωB97M-V/def2-TZVPD) for a single C4H6N2 molecule in a non-equilibrium geometry.

Values from the calculation:
**LUMO**: 0.7 eV
**E**: -7220.1618 eV
**Gap between HOMO and LUMO**: 8.839 eV
**Relative energy (zero: lowest compared OMol25 entry of this formula, charge and spin)**: 125.20 kcal per mole

Last column: Mulliken charge in e.
Element x y z (Å)
C1 0.076805 -0.146904 1.429177  -0.841
N1 -0.366986 -0.065814 0.046769  0.088
C2 0.246192 -0.857322 -1.033339  -0.309
C3 0.512977 0.588205 -1.136371  -0.375
C4 -1.089969 1.091318 -0.720275  0.290
N2 -1.964540 1.838612 -0.836794  -0.548
H1 -0.012918 0.827044 1.901230  0.318
H2 1.113137 -0.462799 1.466234  0.346
H3 -0.542486 -0.863370 1.949909  0.309
H4 -0.456214 -1.347166 -1.708102  0.218
H5 1.014873 -1.506998 -0.642080  0.285
H6 1.469129 0.905193 -0.716360  0.218

Force components x, y, z for each atom (eV/Å):
C -0.05 0.30 -0.22
N -0.48 -0.30 -0.69
C -0.69 -0.04 0.15
C -1.32 0.10 0.84
C 3.88 -1.31 -0.36
N -1.50 0.82 0.19
H -0.09 0.09 -0.02
H 0.27 -0.07 -0.01
H -0.15 -0.15 0.18
H 0.16 0.13 0.12
H 0.20 0.08 0.03
H -0.22 0.35 -0.20

The lowest gap between HOMO and LUMO belongs to which entry? C30H71N6O3P2

Copy entry 2 word for word.
Density functional theory data (ωB97M-V/def2-TZVPD) for a single C4H6N2 molecule in a non-equilibrium geometry.

Values from the calculation:
**LUMO**: 0.7 eV
**E**: -7220.1618 eV
**Gap between HOMO and LUMO**: 8.839 eV
**Relative energy (zero: lowest compared OMol25 entry of this formula, charge and spin)**: 125.20 kcal per mole

Last column: Mulliken charge in e.
Element x y z (Å)
C1 0.076805 -0.146904 1.429177  -0.841
N1 -0.366986 -0.065814 0.046769  0.088
C2 0.246192 -0.857322 -1.033339  -0.309
C3 0.512977 0.588205 -1.136371  -0.375
C4 -1.089969 1.091318 -0.720275  0.290
N2 -1.964540 1.838612 -0.836794  -0.548
H1 -0.012918 0.827044 1.901230  0.318
H2 1.113137 -0.462799 1.466234  0.346
H3 -0.542486 -0.863370 1.949909  0.309
H4 -0.456214 -1.347166 -1.708102  0.218
H5 1.014873 -1.506998 -0.642080  0.285
H6 1.469129 0.905193 -0.716360  0.218

Force components x, y, z for each atom (eV/Å):
C -0.05 0.30 -0.22
N -0.48 -0.30 -0.69
C -0.69 -0.04 0.15
C -1.32 0.10 0.84
C 3.88 -1.31 -0.36
N -1.50 0.82 0.19
H -0.09 0.09 -0.02
H 0.27 -0.07 -0.01
H -0.15 -0.15 0.18
H 0.16 0.13 0.12
H 0.20 0.08 0.03
H -0.22 0.35 -0.20

E of number 2 (C4H6N2)? -7220.1618 eV

Among the records above, which one has the lowest gap between HOMO and LUMO? C30H71N6O3P2